[1]
{
  "formula": "C19H30N2O3",
  "method": "ωB97M-V/def2-TZVPD",
  "e_homo_ev": -8.1,
  "max_force_ev_per_a": 0.6,
  "de_lowest_kj_mol": 153.3,
  "e_lumo_ha": 0.0265,
  "e_tot_ev": -29312.5488,
  "orbital_gap_ev": 8.78,
  "species": ["C", "O", "C", "C", "N", "C", "C", "C", "O", "N", "C", "C", "C", "C", "C", "C", "C", "C", "C", "C", "C", "C", "O", "C", "H", "H", "H", "H", "H", "H", "H", "H", "H", "H", "H", "H", "H", "H", "H", "H", "H", "H", "H", "H", "H", "H", "H", "H", "H", "H", "H", "H", "H", "H"],
  "positions_angstrom": [[-4.521, -1.318, -1.707], [-4.317, -0.168, -0.915], [-3.510, -0.393, 0.206], [-2.982, 0.975, 0.693], [-1.806, 1.487, 0.034], [-1.980, 1.769, -1.378], [-0.542, 0.874, 0.403], [-0.126, -0.428, -0.313], [-0.763, -0.992, -1.180], [1.045, -0.900, 0.161], [1.732, -2.045, -0.400], [2.265, -2.949, 0.714], [3.415, -2.294, 1.477], [4.534, -1.887, 0.523], [4.007, -0.944, -0.554], [2.872, -1.607, -1.329], [0.564, 1.902, 0.241], [1.303, 1.984, -0.934], [2.301, 2.933, -1.073], [2.570, 3.815, -0.040], [1.833, 3.746, 1.130], [0.836, 2.795, 1.268], [-4.194, -1.104, 1.216], [-5.372, -0.483, 1.691], [-5.017, -2.110, -1.136], [-3.565, -1.695, -2.085], [-5.154, -1.010, -2.538], [-2.673, -1.056, -0.050], [-2.768, 0.890, 1.762], [-3.780, 1.709, 0.549], [-2.000, 0.871, -2.001], [-2.922, 2.298, -1.504], [-1.168, 2.418, -1.707], [-0.623, 0.623, 1.469], [1.554, -0.348, 0.833], [0.976, -2.581, -0.985], [2.617, -3.878, 0.263], [1.452, -3.195, 1.400], [3.799, -2.995, 2.221], [3.057, -1.414, 2.015], [5.340, -1.404, 1.080], [4.946, -2.781, 0.049], [4.812, -0.682, -1.243], [3.654, -0.017, -0.096], [3.253, -2.490, -1.847], [2.477, -0.922, -2.081], [1.098, 1.299, -1.744], [2.868, 2.984, -1.990], [3.349, 4.554, -0.147], [2.035, 4.433, 1.938], [0.260, 2.746, 2.181], [-5.925, -1.252, 2.227], [-5.975, -0.106, 0.861], [-5.143, 0.342, 2.374]],
  "lowdin_charge": [-0.07, -0.14, -0.39, -0.11, -0.14, -0.06, -0.19, -0.44, 0.06, 0.11, -0.30, -0.15, -0.20, -0.20, -0.20, -0.14, -0.19, -0.05, -0.08, -0.09, -0.08, -0.03, -0.13, -0.09, 0.09, 0.09, 0.09, 0.14, 0.13, 0.13, 0.08, 0.09, 0.08, 0.16, 0.13, 0.15, 0.12, 0.12, 0.11, 0.11, 0.11, 0.11, 0.11, 0.10, 0.12, 0.11, 0.12, 0.10, 0.10, 0.10, 0.12, 0.09, 0.09, 0.08]
}


[2]
{
  "formula": "C11H15ClOS",
  "method": "ωB97M-V/def2-TZVPD",
  "e_homo_ev": [-7.1, -7.1],
  "max_force_ev_per_a": 3.6,
  "e_lumo_ha": [-0.0187, -0.0106],
  "e_tot_ev": -37051.0597,
  "orbital_gap_ev": [6.60, 6.79],
  "species": ["C", "C", "C", "C", "C", "C", "C", "C", "C", "C", "C", "O", "S", "Cl", "H", "H", "H", "H", "H", "H", "H", "H", "H", "H", "H", "H", "H", "H", "H"],
  "positions_angstrom": [[-2.721, -1.532, 1.435], [-2.038, -1.497, 0.210], [-2.954, -0.299, 2.037], [-1.806, -0.181, -0.202], [0.002, 1.726, 1.685], [0.669, 1.447, 0.549], [1.326, -0.880, 0.532], [2.315, 0.706, -1.150], [-0.675, -0.691, -2.339], [-1.073, 0.343, -1.321], [1.243, 0.412, -0.123], [-1.264, 1.654, -1.818], [-2.535, 0.956, 0.956], [-2.157, -1.297, -3.320], [-3.014, -2.493, 2.037], [-1.848, -2.427, -0.342], [-3.689, -0.150, 2.805], [-0.308, 2.796, 1.819], [-0.066, 1.144, 2.598], [0.770, 2.381, -0.021], [1.570, -1.744, -0.194], [2.180, -0.888, 1.362], [0.287, -1.190, 0.918], [2.194, 0.061, -2.040], [2.292, 1.729, -1.421], [3.347, 0.582, -0.660], [-0.035, -0.135, -3.076], [-0.115, -1.642, -2.024], [-1.511, 2.227, -0.972]],
  "lowdin_charge": [-0.20, -0.16, -0.41, -0.47, -0.06, -0.27, -0.09, -0.05, -0.47, -0.41, -0.40, -0.02, 1.06, 0.49, 0.14, 0.12, 0.06, 0.08, 0.06, 0.11, 0.10, 0.14, 0.09, 0.08, 0.06, 0.12, 0.08, 0.10, 0.13]
}


[3]
{
  "formula": "C21H20F30NO7S2",
  "method": "ωB97M-V/def2-TZVPD",
  "e_homo_ev": -6.6,
  "max_force_ev_per_a": 6.6,
  "total_charge": -1,
  "e_lumo_ha": 0.0745,
  "e_tot_ev": -141114.4090,
  "orbital_gap_ev": 8.67,
  "species": ["O", "S", "O", "C", "C", "C", "F", "F", "F", "N", "S", "O", "O", "C", "C", "C", "F", "F", "F", "H", "H", "H", "H", "H", "H", "H", "H", "C", "C", "C", "F", "F", "F", "F", "O", "C", "C", "F", "F", "F", "F", "H", "H", "H", "H", "C", "C", "C", "F", "F", "F", "F", "O", "C", "C", "F", "F", "F", "F", "H", "H", "H", "H", "C", "C", "C", "F", "F", "F", "F", "O", "C", "C", "F", "F", "F", "F", "H", "H", "H", "H"],
  "positions_angstrom": [[1.798, -1.731, 0.764], [1.469, -0.273, 0.266], [1.134, 0.640, 1.458], [3.088, 0.424, -0.474], [2.840, 1.435, -1.740], [3.348, 2.976, -1.516], [2.268, 3.879, -2.063], [4.550, 3.250, -2.360], [3.517, 3.383, -0.098], [0.293, -0.417, -0.986], [-1.273, 0.225, -0.605], [-2.294, -0.606, -1.481], [-1.755, 0.006, 0.856], [-1.534, 2.019, -1.211], [-0.828, 3.145, -0.260], [-1.970, 4.000, 0.582], [-2.785, 4.736, -0.417], [-2.844, 3.073, 1.337], [-1.249, 4.968, 1.443], [3.715, 0.884, 0.409], [3.696, -0.526, -0.846], [3.454, 0.977, -2.656], [1.724, 1.489, -2.115], [-2.711, 2.207, -1.134], [-1.233, 2.071, -2.343], [-0.329, 3.941, -0.996], [0.037, 2.763, 0.427], [-5.606, 1.783, 3.333], [-6.033, 2.724, 4.469], [-6.375, 2.028, 5.780], [-7.431, 1.192, 5.652], [-6.725, 2.937, 6.728], [-7.061, 3.505, 4.041], [-4.988, 3.580, 4.699], [-6.623, 1.454, 2.384], [-7.441, 0.337, 2.728], [-8.923, 0.708, 2.850], [-9.125, 1.625, 3.832], [-9.676, -0.377, 3.173], [-6.953, -0.254, 3.845], [-7.272, -0.565, 1.724], [-4.855, 2.327, 2.745], [-5.074, 0.895, 3.696], [-5.523, 1.460, 6.164], [-9.303, 1.126, 1.914], [7.599, -0.216, 3.494], [8.810, -0.551, 2.611], [8.877, 0.222, 1.300], [7.822, -0.043, 0.498], [9.987, -0.127, 0.595], [8.850, -1.894, 2.395], [9.934, -0.260, 3.338], [6.499, -1.125, 3.409], [5.560, -0.853, 2.370], [5.436, -2.008, 1.371], [6.617, -2.247, 0.742], [4.532, -1.721, 0.397], [5.870, 0.325, 1.778], [4.368, -0.654, 2.996], [7.940, -0.302, 4.534], [7.282, 0.829, 3.398], [8.923, 1.300, 1.475], [5.126, -2.930, 1.870], [-0.009, -4.142, -4.495], [0.168, -2.633, -4.723], [-0.904, -1.761, -4.081], [-2.134, -2.012, -4.584], [-0.657, -0.445, -4.321], [0.269, -2.390, -6.057], [1.381, -2.282, -4.190], [-0.618, -4.864, -5.568], [-2.044, -4.900, -5.548], [-2.665, -4.274, -6.801], [-2.335, -2.961, -6.914], [-4.023, -4.328, -6.755], [-2.494, -4.340, -4.401], [-2.376, -6.217, -5.477], [1.002, -4.565, -4.424], [-0.468, -4.372, -3.527], [-0.934, -1.899, -2.997], [-2.330, -4.786, -7.706]],
  "lowdin_charge": [-0.43, 0.67, -0.43, -0.22, -0.09, -0.22, -0.04, -0.01, 0.01, -0.36, 0.68, -0.44, -0.41, -0.22, -0.10, -0.25, 0.00, 0.02, 0.01, 0.11, 0.11, 0.14, 0.12, 0.13, 0.12, 0.13, 0.12, -0.05, -0.43, -0.29, 0.08, 0.08, 0.12, 0.10, 0.04, -0.48, -0.27, 0.08, 0.09, 0.12, 0.14, 0.14, 0.15, 0.17, 0.17, -0.06, -0.43, -0.29, 0.09, 0.09, 0.12, 0.10, 0.03, -0.47, -0.25, 0.09, 0.05, 0.11, 0.15, 0.15, 0.15, 0.17, 0.18, -0.05, -0.43, -0.31, 0.08, 0.08, 0.11, 0.10, 0.02, -0.48, -0.27, 0.09, 0.09, 0.13, 0.13, 0.15, 0.15, 0.14, 0.17]
}